1.
Density functional theory data (ωB97M-V/def2-TZVPD) for a molecular structure, C25H48CaO24 at a distorted geometry.

Properties
Gap between HOMO and LUMO (alpha / beta) in Ha: 0.0896 / 0.3193
Charge: +1
Multiplicity: 2
LUMO level (alpha / beta) in eV: -1.8290 / -1.8325
Strongest force on any atom in eV/Å: 4.89

Positions of all 98 atoms, in Å:
1 Ca 0.14904 0.39492 0.00691
2 C -4.10004 -3.17482 3.43281
3 C -2.89353 -3.74440 2.72308
4 C -3.18878 -4.20047 1.34201
5 O -2.50197 -3.31433 0.54622
6 C -1.87839 -2.35797 1.23502
7 O -1.16148 -1.46680 0.86660
8 O -2.19283 -2.49441 2.58111
9 H -4.83103 -3.98314 3.41357
10 H -4.46188 -2.29155 2.90649
11 H -3.76896 -2.93236 4.44261
12 H -2.46334 -4.58529 3.26709
13 H -4.26982 -4.14509 1.21399
14 H -2.78935 -5.20790 1.22527
15 C 5.36893 0.00113 0.83023
16 O 4.62138 0.39751 1.87912
17 C 3.33420 0.39960 1.81875
18 O 2.63552 0.52647 0.80698
19 O 2.79205 0.70576 3.00686
20 C 3.57303 0.35265 4.20033
21 H 6.44654 -0.01264 0.99357
22 H 5.18976 0.55612 -0.09063
23 H 5.19602 -1.04300 0.56949
24 H 3.40366 -0.67344 4.52675
25 H 3.22286 0.99670 5.00698
26 H 4.65120 0.51275 4.19630
27 C 2.71472 0.27345 -4.40072
28 O 2.56724 1.51452 -3.78739
29 C 1.88920 1.78864 -2.59154
30 O 1.14407 1.01955 -2.00939
31 O 2.26753 3.00067 -2.12460
32 C 3.21031 3.84319 -2.78268
33 H 3.03577 -0.48816 -3.69009
34 H 3.32956 0.35948 -5.29664
35 H 1.70559 -0.04332 -4.66418
36 H 4.11278 3.27017 -2.99551
37 H 3.57262 4.59757 -2.08430
38 H 2.78419 4.40561 -3.61346
39 C -1.94661 3.43103 2.76987
40 O -0.91862 2.74524 3.65793
41 C -0.42831 1.50925 3.34920
42 O -0.30556 1.04151 2.20342
43 O -0.18542 0.85650 4.43439
44 C 0.29400 -0.49745 4.53521
45 H -2.98615 3.18844 2.99037
46 H -1.72178 3.48287 1.70457
47 H -1.79279 4.43975 3.15317
48 H 1.10555 -0.62391 5.25180
49 H 0.62545 -0.77017 3.53328
50 H -0.58157 -1.07159 4.83828
51 C 0.65388 -4.37985 -0.45802
52 O 1.82710 -3.86993 -1.02293
53 C 2.23535 -2.54574 -0.72690
54 O 1.55116 -1.68514 -0.13363
55 O 3.47745 -2.23361 -1.23689
56 C 4.11055 -2.92168 -2.37840
57 H -0.20159 -4.10511 -1.07509
58 H 0.53840 -4.06854 0.58018
59 H 0.76583 -5.46260 -0.51479
60 H 3.47654 -2.76510 -3.25111
61 H 4.25818 -3.97087 -2.12247
62 H 5.03607 -2.34774 -2.42441
63 C -3.48144 1.57826 -2.46915
64 O -4.09358 1.19590 -1.29338
65 C -3.30250 1.09110 -0.13282
66 O -2.06300 1.07412 -0.05054
67 O -4.15820 0.82487 1.00499
68 C -5.50834 1.28855 1.05241
69 H -2.93833 2.51964 -2.55248
70 H -4.05119 1.40138 -3.38139
71 H -2.69435 0.83712 -2.60806
72 H -5.72587 1.40603 2.11401
73 H -6.09124 0.44201 0.68950
74 H -5.50819 2.17573 0.41915
75 C -0.92672 4.60215 -1.81128
76 O 0.01821 4.91866 -0.78582
77 C 0.58357 4.02664 0.03426
78 O 0.33005 2.84638 0.10126
79 O 1.44134 4.61584 0.84125
80 C 1.67459 4.14412 2.15074
81 H -0.54946 4.60792 -2.83389
82 H -1.61183 5.44750 -1.74725
83 H -1.44960 3.65480 -1.67999
84 H 2.62562 4.50902 2.53868
85 H 1.54721 3.09278 2.40872
86 H 1.01852 4.64977 2.85925
87 C 0.01356 -2.80973 -4.71313
88 O 0.18852 -1.85891 -3.63831
89 C -0.78075 -1.60433 -2.72667
90 O -0.68673 -0.80009 -1.81146
91 O -1.84892 -2.22225 -3.01105
92 C -3.09713 -2.11348 -2.23405
93 H 0.97903 -3.14787 -5.08946
94 H -0.40151 -2.37364 -5.62177
95 H -0.47715 -3.72569 -4.38401
96 H -3.94769 -1.90704 -2.88370
97 H -3.04827 -1.38742 -1.42255
98 H -3.28129 -3.13311 -1.89562



2.
Density functional theory data (ωB97M-V/def2-TZVPD) for a molecular structure, C31H46ClGeIN6O5RbSi3 at a distorted geometry.

Properties
Gap between HOMO and LUMO (alpha / beta) in Ha: 0.2356 / 0.2288
Energy relative to the best compared isomer or geometry (same formula, charge and spin) in eV: 0.966
Charge: -2
Multiplicity: 2
LUMO level (alpha / beta) in eV: 3.4403 / 3.0865
Strongest force on any atom in eV/Å: 1.28

Positions of all 95 atoms, in Å:
1 Rb -0.23201 -0.48522 0.36750
2 Cl 4.72395 -5.83899 2.62790
3 C 3.40989 -4.68756 2.47656
4 C 2.28124 -4.86828 3.23996
5 C 1.23383 -3.96598 3.14472
6 I -0.48521 -4.21464 4.33248
7 C 1.21630 -2.83679 2.28591
8 O 0.26304 -2.02059 2.23122
9 C 2.42434 -2.69417 1.46677
10 N 2.45382 -1.66018 0.59945
11 C 3.51648 -1.46983 -0.14551
12 C 4.64905 -2.29702 -0.08932
13 C 4.64376 -3.36276 0.76580
14 C 3.51517 -3.60688 1.58075
15 H 2.21571 -5.71237 3.91269
16 H 3.47930 -0.63174 -0.83588
17 H 5.50182 -2.08891 -0.72287
18 H 5.48637 -4.03772 0.83279
19 O -7.10623 1.55943 -2.04435
20 C -6.98616 0.32401 -1.93570
21 O -7.80676 -0.58787 -2.16988
22 C -5.59082 -0.16689 -1.44768
23 C -5.36829 -1.51317 -1.17916
24 C -4.11151 -1.91613 -0.76753
25 N -3.08000 -1.08327 -0.61474
26 C -3.29661 0.21056 -0.86915
27 C -4.52817 0.70797 -1.27937
28 C -2.08867 1.10684 -0.66571
29 O -1.88934 1.56817 0.46836
30 O -1.30853 1.25031 -1.65804
31 H -6.18451 -2.21167 -1.30363
32 H -3.90625 -2.96124 -0.55058
33 H -4.67014 1.76276 -1.47798
34 C 0.55291 1.04113 3.43648
35 N 1.31171 1.41080 2.23816
36 C 2.71645 1.08646 2.46448
37 N 3.26623 1.80320 3.62895
38 C 2.45988 1.43130 4.79723
39 N 1.04516 1.75644 4.62756
40 C 0.93278 3.19283 4.37187
41 N 1.69151 3.61365 3.18978
42 C 1.18269 2.85172 2.03454
43 C 3.09070 3.23918 3.39631
44 H 0.64288 -0.03358 3.60236
45 H -0.49811 1.29578 3.28532
46 H 3.29920 1.36012 1.58112
47 H 2.81433 0.01388 2.63713
48 H 2.84534 1.96295 5.67273
49 H 2.55783 0.35581 4.96126
50 H 1.30953 3.73807 5.24295
51 H -0.11923 3.44261 4.22006
52 H 1.75211 3.14489 1.14926
53 H 0.13044 3.09352 1.87757
54 H 3.47974 3.78533 4.26133
55 H 3.66536 3.52275 2.51066
56 C -3.03611 -0.30606 -4.53360
57 Si -1.33214 -1.09894 -4.34821
58 C -1.49834 -2.77907 -3.47482
59 C -0.78807 -1.51778 -6.13602
60 Ge 0.31203 0.21013 -3.17350
61 Si 0.22893 2.41370 -4.11195
62 C 1.52663 3.53294 -3.27380
63 C -1.41146 3.34840 -4.00058
64 C 0.68013 2.40463 -5.97246
65 Si 2.44697 -0.72371 -4.06198
66 C 2.87001 -0.92296 -5.92043
67 C 3.92403 0.31127 -3.40132
68 C 2.64998 -2.49523 -3.37511
69 H -3.81800 -1.05307 -4.68548
70 H -3.05715 0.38624 -5.37934
71 H -3.29383 0.25936 -3.63780
72 H -2.32757 -3.36711 -3.87583
73 H -1.67968 -2.63038 -2.40739
74 H -0.58092 -3.36443 -3.58544
75 H -1.61580 -1.97558 -6.68349
76 H 0.05310 -2.21540 -6.14732
77 H -0.48112 -0.61914 -6.67827
78 H 1.38485 3.49973 -2.19006
79 H 1.43527 4.57417 -3.59342
80 H 2.54592 3.20038 -3.48952
81 H -1.67812 3.48442 -2.95111
82 H -2.22145 2.78199 -4.46671
83 H -1.35515 4.32899 -4.47970
84 H 1.65210 1.93450 -6.14415
85 H 0.71743 3.42013 -6.37521
86 H -0.06461 1.84409 -6.54402
87 H 2.77912 0.02464 -6.45735
88 H 2.20056 -1.63770 -6.40401
89 H 3.89513 -1.28276 -6.04311
90 H 4.30366 0.97754 -4.18062
91 H 4.75381 -0.32164 -3.07495
92 H 3.62001 0.93484 -2.55675
93 H 2.14304 -3.21318 -4.02609
94 H 2.20355 -2.58085 -2.38176
95 H 3.69842 -2.79583 -3.29876



3.
Density functional theory data (ωB97M-V/def2-TZVPD) for a molecular structure, C15H31F5OP2TeV at a distorted geometry.

Properties
Gap between HOMO and LUMO (alpha / beta) in Ha: 0.1251 / 0.1462
Energy relative to the best compared isomer or geometry (same formula, charge and spin) in eV: 4.993
Charge: 0
Multiplicity: 4
LUMO level (alpha / beta) in eV: -0.8736 / -1.0664
Strongest force on any atom in eV/Å: 6.09

Positions of all 56 atoms, in Å:
1 P -0.00123 -2.36653 -0.36769
2 P 0.56149 1.15665 -1.68328
3 C -0.33427 -1.50028 -1.97227
4 C 0.67252 -0.45470 -2.46341
5 H -1.35418 -1.08923 -1.92707
6 H -0.31167 -2.32926 -2.69748
7 H 1.71402 -0.82790 -2.42648
8 H 0.41534 -0.27727 -3.52060
9 C -0.33812 2.22762 -2.81850
10 H -0.89198 3.02129 -2.32548
11 H -1.02619 1.70403 -3.48580
12 H 0.37866 2.74366 -3.46884
13 C 2.12757 2.01103 -1.60326
14 H 2.42170 2.26897 -2.62212
15 H 2.90274 1.39714 -1.14703
16 H 2.01327 2.93706 -1.03411
17 C -1.61691 -3.27402 -0.51494
18 H -1.87174 -3.90170 0.33893
19 H -1.61882 -3.85411 -1.45045
20 H -2.36787 -2.46697 -0.57489
21 C 1.36639 -3.32480 -1.14588
22 H 2.21090 -2.66416 -1.41812
23 H 0.99578 -3.81570 -2.05267
24 H 1.71487 -4.19609 -0.52034
25 V 1.02113 -3.76219 1.12388
26 C -0.84976 3.66692 -0.05759
27 C -2.12958 3.24413 0.04958
28 C -2.85482 2.18810 -0.71655
29 C -2.55781 0.81265 -0.04473
30 C -1.24959 0.65244 0.51793
31 C 0.06867 1.05072 0.07656
32 C 0.62309 1.99979 1.19217
33 C 0.18745 3.46546 1.01815
34 C 3.09002 -3.76552 1.42520
35 H -0.50948 4.39274 -0.81146
36 H -2.73464 3.65826 0.86619
37 H -2.52003 2.13138 -1.75837
38 H -3.94840 2.35636 -0.70970
39 H -3.29279 0.64068 0.77550
40 H -2.76975 -0.01972 -0.76410
41 H -1.24602 -0.10659 1.30741
42 H 0.60580 0.05865 0.26932
43 H 1.70981 1.86846 1.28719
44 H 0.18481 1.61780 2.11729
45 H -0.16042 3.80541 2.00413
46 H 1.07979 4.06995 0.79072
47 H 3.09561 -3.10524 2.33561
48 H 3.52065 -3.24411 0.55157
49 H 3.54884 -4.70774 1.68400
50 F 1.13152 -0.00330 6.34858
51 Te -0.05196 -0.15319 4.80424
52 F -1.33115 0.61289 5.99195
53 F 0.69815 -5.54235 1.18221
54 F -1.36430 0.47900 3.47362
55 F 0.90715 1.37395 4.24082
56 O 0.33575 -2.86053 2.33045



4.
Density functional theory data (ωB97M-V/def2-TZVPD) for a molecular structure, C37H45F6N10O3SbTeTi.

Properties
Gap between HOMO and LUMO (alpha / beta) in Ha: 0.2949 / 0.2221
Energy relative to the best compared isomer or geometry (same formula, charge and spin) in eV: 2.709
Charge: +1
Multiplicity: 2
LUMO level (alpha / beta) in eV: -2.8765 / -5.0109
Strongest force on any atom in eV/Å: 0.69

Positions of all 104 atoms, in Å:
1 Ti 0.54713 -1.00825 -0.51432
2 O 0.28163 2.27841 -2.04070
3 C 0.87143 1.23108 -2.24787
4 O 1.38658 0.51952 -1.27610
5 C 0.96410 0.65076 -3.63534
6 C 0.15095 1.20193 -4.65166
7 C 0.07543 0.54346 -5.84294
8 C 0.82326 -0.64224 -6.02621
9 C 0.75860 -1.43427 -7.19986
10 C 1.49619 -2.57895 -7.31091
11 C 2.36308 -2.97336 -6.26837
12 C 2.45654 -2.22267 -5.12300
13 C 1.66285 -1.05350 -4.97012
14 N 1.71120 -0.40750 -3.78362
15 H -0.41240 2.10063 -4.44912
16 H -0.56032 0.90319 -6.64267
17 H 0.10516 -1.12169 -8.00511
18 H 1.43088 -3.18290 -8.20536
19 H 2.96134 -3.86789 -6.37931
20 H 3.17028 -2.45567 -4.34273
21 N 0.31006 -0.53140 4.71632
22 C 1.62389 -0.75340 4.71847
23 N 2.25556 -0.90214 5.89103
24 N 2.38042 -0.84742 3.63438
25 C 1.90878 -0.74622 2.43940
26 N 1.61940 -0.64929 1.31887
27 H -0.19504 -0.46575 5.58250
28 H -0.20963 -0.36190 3.85747
29 H 1.78043 -0.83042 6.77133
30 H 3.24470 -1.07475 5.87652
31 C -2.38642 -1.66221 1.40641
32 C -1.53120 -0.42611 1.45410
33 O -1.30169 0.13003 2.51581
34 N -1.07209 0.07472 0.22343
35 Te -1.79853 1.87315 -0.27204
36 C -0.83214 3.60504 0.47690
37 C 0.40241 3.64538 1.11233
38 C 1.20217 2.41573 1.43548
39 C 0.91305 4.89414 1.45630
40 C 0.23364 6.07012 1.18128
41 C 0.80763 7.40898 1.54986
42 C -0.99342 5.98599 0.53037
43 C -1.54401 4.77025 0.15372
44 C -2.87781 4.76482 -0.55361
45 C -3.47777 1.78352 1.00893
46 C -4.57072 1.12088 0.42445
47 C -4.48883 0.42276 -0.91252
48 C -5.77978 1.09770 1.10813
49 C -5.93078 1.71654 2.34078
50 C -7.24254 1.68544 3.07218
51 C -4.82642 2.34608 2.90025
52 C -3.58859 2.39252 2.26937
53 C -2.46659 3.08720 2.99330
54 H -2.02945 -2.39597 2.12661
55 H -2.43126 -2.10354 0.41685
56 H -3.38560 -1.34072 1.71571
57 H 0.60260 1.51004 1.38973
58 H 1.62247 2.48945 2.44032
59 H 2.02958 2.29673 0.73307
60 H 1.87443 4.93852 1.95647
61 H 1.68241 7.30308 2.18902
62 H 0.07143 8.01967 2.07313
63 H 1.10874 7.95608 0.65487
64 H -1.53697 6.89578 0.30013
65 H -3.18575 5.78493 -0.77317
66 H -3.66261 4.30844 0.05553
67 H -2.83576 4.23490 -1.50956
68 H -3.64044 -0.26330 -0.97273
69 H -4.39989 1.13535 -1.73631
70 H -5.39031 -0.16190 -1.08411
71 H -6.62379 0.58430 0.66228
72 H -8.04787 1.33456 2.42944
73 H -7.50515 2.67610 3.44356
74 H -7.18476 1.01840 3.93421
75 H -4.92556 2.81526 3.87314
76 H -2.67883 3.09370 4.06188
77 H -2.36248 4.12436 2.66851
78 H -1.51601 2.58408 2.84166
79 C 3.00170 -5.38205 1.92585
80 C 4.36923 -5.16066 1.28514
81 C 5.11439 -4.00162 1.94206
82 C 4.29459 -4.98624 -0.23385
83 N 3.79516 -3.66876 -0.63241
84 C 4.41074 -2.67478 -1.29147
85 N 3.56808 -1.68779 -1.45972
86 N 2.43809 -2.11769 -0.88970
87 N 2.55652 -3.30286 -0.39068
88 H 3.11890 -5.54998 2.99728
89 H 2.50034 -6.25235 1.50044
90 H 2.34929 -4.51968 1.78599
91 H 4.95836 -6.07249 1.42226
92 H 4.51388 -3.08814 1.92600
93 H 6.06645 -3.79405 1.44805
94 H 5.32666 -4.23282 2.98559
95 H 3.64740 -5.72655 -0.70245
96 H 5.28767 -5.06524 -0.67478
97 H 5.43410 -2.70244 -1.62204
98 F -0.27340 -1.40717 -2.05171
99 Sb 0.86068 -4.23524 -3.43888
100 F 0.52583 -5.45666 -2.05910
101 F 2.77251 -4.47179 -3.10590
102 F -0.00387 -2.52033 0.26285
103 F -1.00724 -3.88003 -3.68380
104 F 0.91275 -5.40087 -4.90141